Entry 1:
Computed, not measured: C31H27BF3N6O6S4Sc as an isolated structure, with wB97M-V/def2-TZVPD.

Last column: Löwdin charge in e.
Positions of all 79 atoms, in Å:
Sc 1.014 -0.434 0.888  0.955
S -1.457 0.338 -2.528  0.687
S 1.949 1.309 -1.414  0.769
S 0.806 -2.095 -2.177  1.038
S -2.120 2.705 0.675  0.686
F 3.151 -0.474 0.874  -0.160
F 2.283 -2.324 1.577  -0.115
F 2.323 -0.612 2.866  -0.070
O 1.143 1.408 1.618  -0.084
O -2.270 3.390 -0.594  -0.334
O -0.436 -1.908 3.319  0.118
O -2.147 -1.172 2.037  0.069
O 0.920 -1.642 -0.746  -0.626
O -3.323 2.069 1.135  -0.282
N -3.730 1.541 -1.884  0.082
N -0.860 1.659 0.635  -0.003
N -2.783 -1.771 -0.795  0.059
N -3.377 -0.511 -0.944  -0.058
N 1.677 3.731 -0.423  0.091
N 0.110 3.055 -2.042  0.064
C -3.140 -2.872 5.597  -0.097
C -0.486 4.249 -2.021  -0.087
C 3.199 -1.330 2.040  -0.244
C -2.656 -1.687 3.182  -0.212
C -1.820 -2.752 5.191  0.008
C 0.368 5.348 3.313  -0.057
C 3.515 -1.460 -2.256  -0.093
C -0.129 3.381 2.083  -0.145
C 0.017 5.249 -1.225  -0.032
C 2.253 -1.109 -4.284  -0.089
C 2.332 -1.536 -2.970  -0.405
C 1.208 2.781 -1.246  -0.805
C 1.103 4.900 -0.406  -0.117
C 1.469 -5.911 -3.356  -0.072
C 1.289 -3.848 -2.159  -0.342
C 1.778 -4.452 -1.016  -0.053
C 0.771 4.106 2.846  0.010
C 2.119 -5.795 -1.047  -0.057
C 1.129 -4.571 -3.331  -0.081
C -2.900 0.482 -1.694  -0.868
C -3.968 -1.803 3.591  0.004
C -1.391 3.879 1.810  -0.191
C -1.791 5.119 2.250  -0.028
C 1.963 -6.524 -2.214  -0.074
C 0.102 2.072 1.429  -0.538
C -4.193 -2.406 4.820  -0.097
C 4.563 -0.474 -4.179  -0.066
C -1.596 -2.148 3.971  -0.213
C 4.633 -0.915 -2.866  -0.056
C -0.891 5.853 3.016  -0.058
C 3.378 -0.580 -4.890  -0.068
B -0.734 -1.295 2.084  -0.398
H 3.558 -1.802 -1.230  0.112
H -2.362 -1.835 0.137  0.058
H 5.431 -0.032 -4.646  0.107
H -2.766 5.508 2.002  0.122
H 1.356 -6.482 -4.265  0.107
H 2.228 -7.570 -2.232  0.106
H -4.382 1.720 -1.132  0.092
H 2.516 -6.262 -0.158  0.112
H -2.039 -1.825 -1.492  0.013
H 3.325 -0.239 -5.913  0.107
H -4.779 -1.440 2.980  0.114
H -4.184 -0.360 -0.354  0.152
H 1.755 3.710 3.043  0.133
H 5.557 -0.826 -2.314  0.115
H 1.886 -3.881 -0.109  0.097
H 1.046 5.935 3.914  0.109
H 1.521 5.614 0.290  0.117
H 1.309 -1.176 -4.801  0.111
H -1.333 4.395 -2.672  0.135
H -3.344 -3.334 6.550  0.098
H -1.174 6.831 3.376  0.108
H -3.268 2.386 -2.191  0.068
H 0.747 -4.082 -4.213  0.111
H -5.207 -2.512 5.180  0.099
H -0.337 2.238 -2.495  0.005
H -0.423 6.229 -1.191  0.107
H -1.005 -3.118 5.793  0.118

The molecular weight comes out at 820.62 u. The calculation puts the HOMO energy at -8.049 eV. For the HOMO-LUMO gap, the calculation gives 7.8 eV. The calculation puts the LUMO energy at -0.2 eV. The value obtained for the electronic energy is -126683.147 eV.

---

Entry 2:
Computed, not measured: C31H27BrN3O4Pt as an isolated structure, with wB97M-V/def2-TZVPD.

Last column: Löwdin charge in e.
Positions of all 67 atoms, in Å:
Pt 1.663 0.264 -0.588  1.517
Br 2.409 -6.374 -3.167  0.786
O 0.173 0.151 -2.168  -0.031
O 3.433 0.257 -1.486  -0.208
O -1.226 -0.129 2.087  0.128
O 5.448 -0.609 -1.146  0.115
N -2.030 0.119 -1.318  0.213
N 2.462 0.247 1.316  -0.346
N -0.232 -0.052 -0.002  0.023
C -4.556 3.644 1.296  -0.069
C -4.550 2.521 2.115  -0.053
C 2.966 -4.646 -2.664  -0.682
C 3.787 -2.103 -1.912  -0.133
C 1.878 4.840 0.374  -0.050
C -0.716 0.068 -1.265  -0.545
C 1.767 2.545 1.058  -0.220
C 4.299 -0.763 -1.470  -0.561
C 4.709 -3.029 -2.392  0.008
C -3.489 -3.660 0.309  -0.060
C -3.290 2.436 -0.352  -0.023
C 3.931 0.492 1.377  -0.021
C 2.155 -1.050 1.966  -0.025
C 1.770 3.118 -1.320  -0.046
C -3.925 1.358 1.701  -0.032
C 4.303 -4.294 -2.778  -0.092
C -3.422 -1.254 0.174  -0.150
C -2.767 -2.481 0.245  -0.024
C -4.877 -3.623 0.295  -0.066
C 1.751 1.385 2.001  -0.104
C -4.810 -1.223 0.147  -0.018
C -5.533 -2.407 0.207  -0.055
C 1.848 3.890 1.388  -0.005
C -2.599 0.020 0.038  -0.230
C -1.294 -0.061 0.892  -0.389
C -3.922 3.601 0.066  -0.066
C 1.846 4.463 -0.961  -0.048
C -3.303 1.306 0.455  -0.165
C 2.029 -3.745 -2.183  -0.108
C 1.717 2.219 -0.285  -0.198
C 2.452 -2.476 -1.823  -0.046
H 1.947 5.888 0.630  0.116
H -5.034 2.552 3.082  0.112
H 1.081 -1.205 2.008  0.079
H 2.555 -1.028 2.982  0.117
H -1.682 -2.523 0.260  0.115
H 5.750 -2.742 -2.453  0.130
H 0.989 -4.028 -2.110  0.106
H -2.787 2.424 -1.310  0.109
H 4.191 1.360 0.780  0.110
H 1.757 2.807 -2.356  0.123
H 1.891 4.192 2.427  0.127
H -3.905 0.493 2.350  0.128
H 2.249 1.594 2.949  0.146
H 1.895 5.213 -1.739  0.118
H -5.045 4.552 1.624  0.110
H -6.614 -2.373 0.183  0.112
H -2.970 -4.607 0.376  0.110
H 2.645 -1.847 1.408  0.103
H 4.473 -0.369 1.006  0.088
H -2.569 0.110 -2.169  0.189
H -5.443 -4.543 0.354  0.111
H 1.681 -1.782 -1.489  0.057
H 5.019 -5.008 -3.160  0.111
H -3.920 4.471 -0.576  0.109
H -5.332 -0.278 0.075  0.121
H 4.191 0.660 2.423  0.114
H 0.736 1.052 2.219  0.110

The molecular weight comes out at 780.56 u. The calculation puts the HOMO energy at -11.574 eV. For the HOMO-LUMO gap, the calculation gives 7.4 eV. The charge is +1. The calculation puts the LUMO energy at -4.1 eV. The energy relative to the best compared isomer or geometry (same formula, charge and spin) is 4.0 kcal/mol. The value obtained for the electronic energy is -118529.087 eV.

---

Entry 3:
Computed, not measured: C31H27BrNO7Tc as an isolated structure, with wB97M-V/def2-TZVPD.

Last column: Löwdin spin population.
Positions of all 68 atoms, in Å:
Tc -0.985 -2.211 -1.750  0.835
Br -3.409 -0.146 -5.080  0.000
O -4.055 -3.124 -3.879  -0.004
O 0.246 0.132 -3.358  0.004
O 0.951 -2.434 -1.815  0.033
O 0.735 -1.293 4.465  -0.001
O -0.873 -2.287 0.160  0.078
O -2.515 -3.137 -2.248  0.026
O -1.090 -0.316 -1.618  0.001
N -1.214 1.417 0.358  0.000
C -2.934 -2.938 -3.551  0.005
C -0.087 1.843 2.493  0.000
C -0.647 2.289 -0.539  0.000
C 1.263 1.894 1.832  0.000
C -0.759 -0.785 -5.810  0.005
C 0.998 2.308 4.727  0.000
C -0.467 3.633 -0.164  0.000
C -1.861 -1.214 -5.095  0.002
C 1.494 -1.932 0.442  0.009
C -0.255 1.903 -1.841  -0.001
C 2.236 -1.400 2.701  0.006
C 0.088 4.546 -1.029  0.000
C -1.251 1.576 1.748  0.000
C -2.584 1.536 3.747  0.000
C -0.132 -1.780 2.283  0.002
C 0.306 2.850 -2.699  0.000
C 0.416 -1.527 -5.810  -0.002
C 1.824 -2.244 -0.892  -0.001
C 0.148 -1.987 0.928  0.007
C -1.790 -2.398 -4.355  0.000
C 0.484 4.163 -2.311  0.000
C 2.515 -1.623 1.397  -0.001
C 3.219 -2.393 -1.410  -0.002
C -1.452 1.859 4.487  0.000
C -0.570 -1.470 5.025  0.000
C 0.895 -1.493 3.161  -0.001
C -2.485 1.393 2.380  0.000
C -0.325 0.525 -2.374  -0.001
C -0.598 -3.144 -4.363  -0.004
C 0.501 -2.703 -5.094  0.007
C -0.207 1.999 3.879  0.000
H 0.708 2.464 5.764  0.000
H 3.010 -1.169 3.420  0.000
H -0.596 -4.150 -3.961  0.000
H 0.199 5.575 -0.712  0.000
H -3.361 1.184 1.778  0.000
H -0.796 3.941 0.821  0.000
H -0.821 0.140 -6.365  0.000
H 0.603 2.519 -3.684  0.000
H -1.715 0.631 -0.033  0.000
H -1.163 -1.844 2.599  0.000
H -3.542 1.420 4.236  0.000
H 3.995 -2.269 -0.666  0.000
H -0.910 -2.494 4.868  0.000
H 1.263 -1.174 -6.382  0.000
H 0.914 4.883 -2.992  0.000
H 1.405 -3.296 -5.113  0.001
H 1.512 3.206 4.380  0.000
H 1.722 1.490 4.706  0.000
H 3.361 -1.670 -2.215  0.000
H 2.046 1.604 2.528  0.000
H -1.271 -0.759 4.589  0.000
H -0.460 -1.276 6.087  0.000
H 1.300 1.215 0.977  0.000
H 1.506 2.892 1.460  0.000
H 3.541 -1.557 1.071  0.000
H 3.307 -3.387 -1.850  0.000
H -1.532 1.995 5.558  0.000

The molecular weight comes out at 703.46 u. The calculation puts the HOMO energy (spin up / spin down) at -10.182 / -10.182 eV. For the HOMO-LUMO gap (spin up / spin down), the calculation gives 5.2 / 5.2 eV. As for the multiplicity: 2. The charge is +1. The calculation puts the LUMO energy (spin up / spin down) at -4.9 / -5.0 eV. The value obtained for the electronic energy is -120643.347 eV.